Entry 1:
DFT (ωB97M-V/def2-TZVPD) results for a single C7H11ClO molecule.

Each line ends with the natural charge from an NBO analysis.
Geometry (Å):
C -0.74 -0.93 0.83  -0.160
C -1.95 -0.38 0.61  -0.310
C 0.54 -0.12 0.87  -0.372
C -2.23 0.99 0.53  0.144
C 0.48 1.05 -0.09  0.087
C 1.73 -1.05 0.56  -0.599
C 0.64 0.82 -1.55  -0.712
O -3.25 1.43 -0.25  -0.665
Cl 1.18 2.53 0.48  -0.029
H -0.63 -1.99 0.98  0.201
H -2.78 -1.04 0.39  0.219
H 0.67 0.29 1.88  0.223
H -1.68 1.72 1.11  0.178
H 1.59 -1.53 -0.41  0.205
H 1.82 -1.82 1.32  0.214
H 2.66 -0.48 0.53  0.212
H 0.11 -0.09 -1.81  0.230
H 1.68 0.72 -1.85  0.217
H 0.21 1.66 -2.10  0.229
H -3.35 2.38 -0.18  0.487

Summary:
Strongest force on any atom: 0.66 eV/A
2S+1: 1
Relative energy (zero: lowest compared OMol25 entry of this formula, charge and spin): 33.42 kcal per mole
E_HOMO (alpha / beta): -6.8 / -7.5 eV
HOMO-LUMO gap (alpha / beta): 0.2703 / 0.2918 hartree

Entry 2:
DFT (ωB97M-V/def2-TZVPD) results for a single C5H10O molecule at a distorted geometry.

Each line ends with the natural charge from an NBO analysis.
Geometry (Å):
C 1.99 -0.25 0.45  -0.332
O 1.15 0.78 0.19  -0.353
C 0.00 0.65 -0.38  0.374
C -0.93 1.81 -0.29  -0.668
C -0.49 -0.71 -0.76  -0.485
C -0.51 -1.33 0.65  -0.645
H 0.48 -1.02 1.12  0.242
H 2.11 -1.00 -0.32  0.158
H 2.86 0.08 1.00  0.177
H -1.83 1.54 0.28  0.220
H -0.45 2.65 0.20  0.233
H -1.27 2.10 -1.29  0.222
H -1.45 -0.65 -1.27  0.222
H 0.20 -1.23 -1.43  0.222
H -0.45 -2.42 0.67  0.211
H -1.41 -1.00 1.18  0.203

Summary:
Strongest force on any atom: 1.27 eV/A
2S+1: 1
Relative energy (zero: lowest compared OMol25 entry of this formula, charge and spin): 88.78 kcal per mole
E_HOMO (alpha / beta): -6.6 / -6.9 eV
HOMO-LUMO gap (alpha / beta): 0.2771 / 0.2933 hartree

Entry 3:
DFT (ωB97M-V/def2-TZVPD) results for 9 unconnected molecules or ions with the total composition C10H36N9O11 at a distorted geometry.

Each line ends with the natural charge from an NBO analysis.
Geometry (Å):
N 0.01 -0.11 -0.15  0.715
O -1.17 -0.29 0.17  -0.568
O 0.37 -0.14 -1.33  -0.574
O 0.79 0.27 0.73  -0.568
C 3.09 -4.85 1.48  -0.253
O 4.07 -5.52 0.69  -0.746
H 3.02 -5.39 2.42  0.181
H 3.40 -3.81 1.57  0.174
H 2.24 -4.86 0.79  0.175
H 4.52 -4.87 0.15  0.469
C -4.71 -5.57 0.04  -0.253
O -5.14 -4.20 -0.12  -0.739
H -4.37 -5.88 -0.95  0.173
H -3.98 -5.56 0.85  0.171
H -5.52 -6.21 0.38  0.173
H -4.37 -3.67 -0.36  0.474
C 0.02 -5.41 -3.20  -0.254
O -0.81 -4.20 -3.12  -0.730
H 1.07 -5.12 -3.07  0.171
H -0.24 -6.13 -2.42  0.173
H -0.06 -5.87 -4.18  0.163
H -0.18 -3.47 -3.06  0.477
C -0.82 -2.73 5.21  0.756
O -0.86 -3.54 6.14  -0.698
N -1.78 -2.47 4.32  -0.840
N 0.24 -2.02 4.91  -0.828
H -1.60 -1.84 3.55  0.401
H -2.58 -3.08 4.32  0.402
H 1.08 -2.31 5.39  0.407
H 0.20 -1.48 4.06  0.399
C 5.96 -2.02 -3.43  0.748
O 6.13 -2.41 -2.35  -0.650
N 6.89 -2.00 -4.35  -0.837
N 4.89 -1.40 -3.85  -0.836
H 6.77 -1.51 -5.22  0.377
H 7.82 -2.23 -4.02  0.400
H 4.78 -1.06 -4.80  0.382
H 4.23 -1.14 -3.14  0.417
C 1.77 4.89 4.74  0.750
O 2.95 4.66 4.53  -0.668
N 0.78 4.05 4.50  -0.831
N 1.38 5.95 5.40  -0.834
H 1.02 3.29 3.88  0.419
H -0.18 4.35 4.61  0.381
H 0.46 6.02 5.82  0.380
H 2.13 6.51 5.77  0.402
C 1.20 4.15 -4.48  0.740
O 1.47 5.20 -5.05  -0.691
N 1.92 3.64 -3.53  -0.818
N 0.10 3.49 -4.54  -0.820
H 2.89 3.90 -3.36  0.406
H 1.48 2.85 -3.08  0.384
H 0.00 2.67 -3.96  0.395
H -0.50 3.73 -5.31  0.403
C -5.59 5.21 -0.09  -0.623
C -4.44 4.29 -0.39  0.101
C -3.13 4.63 0.35  -0.644
O -4.81 2.98 -0.05  -0.715
H -5.66 5.34 0.99  0.202
H -6.57 4.82 -0.36  0.222
H -5.44 6.17 -0.58  0.204
H -4.19 4.33 -1.45  0.144
H -2.25 4.05 0.08  0.226
H -3.27 4.70 1.43  0.204
H -2.95 5.66 0.03  0.205
H -3.96 2.55 0.08  0.475

Summary:
Strongest force on any atom: 5.28 eV/A
2S+1: 1
Relative energy (zero: lowest compared OMol25 entry of this formula, charge and spin): 86.06 kcal per mole
Total charge: -1
E_HOMO: -5.2 eV
HOMO-LUMO gap: 0.2695 hartree